{"formula": "C4H14N2", "method": "ωB97M-V with the def2-TZVPD basis set", "elements": ["C", "N", "C", "H", "H", "H", "H", "H", "H", "H", "C", "N", "C", "H", "H", "H", "H", "H", "H", "H"], "coordinates": [[-3.7170, 0.2225, -0.6005], [-3.7835, 0.8687, -1.8802], [-3.4826, -0.0517, -2.9724], [-3.7180, 0.9070, 0.2645], [-2.7367, -0.2805, -0.6499], [-4.4972, -0.5416, -0.4453], [-3.1489, 1.6762, -1.8346], [-2.4181, -0.3401, -2.9586], [-3.6592, 0.6000, -3.8446], [-4.0927, -0.9637, -3.0854], [4.3851, -0.4120, 1.0098], [3.8492, -0.6992, 2.3322], [2.7379, 0.2858, 2.5791], [5.0824, 0.4374, 0.9156], [3.5592, -0.2705, 0.2926], [4.9227, -1.3392, 0.7489], [3.4172, -1.6176, 2.1690], [2.3733, 0.1034, 3.6040], [1.9223, 0.0631, 1.8707], [3.0044, 1.3520, 2.4850]], "atomic_forces_ev_per_a": [[1.0, -0.7, 0.5], [-1.2, 0.5, 0.4], [0.6, 1.6, -0.8], [-0.1, -0.1, -0.5], [-0.1, -0.5, 1.0], [0.2, 0.4, -0.2], [-0.4, -0.7, -0.6], [-0.1, -0.2, -0.1], [0.2, -0.8, -0.2], [-0.1, 0.6, 0.6], [0.5, -0.9, -0.6], [-0.7, 1.3, -0.3], [-0.1, -1.3, 0.6], [-0.4, -0.3, 0.5], [0.3, 0.1, -0.2], [0.1, 0.6, -0.4], [0.0, 0.5, 0.7], [0.0, 0.3, -0.4], [0.0, 0.4, 0.2], [0.4, -0.6, 0.0]], "nbo_charge": [-0.412, -0.629, -0.424, 0.199, 0.152, 0.190, 0.355, 0.161, 0.205, 0.203, -0.420, -0.603, -0.430, 0.193, 0.157, 0.194, 0.343, 0.200, 0.167, 0.200], "largest_force_ev_per_a": 1.85, "gap_ev": 9.5, "total_charge": 0, "smiles": "CNC.CNC", "energy_ha": -270.24268, "e_above_lowest_kj_mol": 138.8}